Entry 1:
84
Properties=species:S:1:pos:R:3 method="wB97M-V/def2-TZVPD" lumo_ev="-0.355 / -1.745" e_tot_ha=-5363.3414 multiplicity=6 homo_lumo_gap_ha="0.260 / 0.209"
Fe -0.4878 0.5299 -1.0618
S -1.6617 -1.5247 -0.8523
P -0.6564 -1.3214 0.9157
C -0.1702 0.3232 1.1425
P -1.3293 1.5877 1.2478
S -1.8744 2.3136 -0.6358
C -2.8545 1.1784 2.1186
C -4.0343 0.9014 1.4359
C -5.1664 0.5175 2.1413
C -5.1193 0.4014 3.5222
C -3.9391 0.6661 4.2054
C -2.8084 1.0573 3.5073
C -0.5808 2.9747 2.1293
C 0.7417 2.8863 2.5475
C 1.3368 3.9659 3.1937
C 0.6074 5.1200 3.4258
C -0.7204 5.2061 3.0146
C -1.3130 4.1391 2.3635
C 0.8138 -2.3436 0.8833
C 0.6652 -3.7036 0.5912
C 1.7760 -4.5241 0.5616
C 3.0395 -3.9949 0.8224
C 3.1894 -2.6537 1.1278
C 2.0723 -1.8241 1.1561
C -1.6070 -1.9639 2.3139
C -0.9764 -1.9955 3.5603
C -1.6485 -2.4965 4.6613
C -2.9509 -2.9667 4.5260
C -3.5788 -2.9312 3.2923
C -2.9073 -2.4283 2.1832
H -4.0680 0.9888 0.3576
H -6.0854 0.3073 1.6094
H -6.0033 0.0997 4.0699
H -3.8991 0.5673 5.2823
H -1.8902 1.2670 4.0441
H 1.2935 1.9694 2.3735
H 2.3668 3.8950 3.5185
H 1.0694 5.9579 3.9321
H -1.2890 6.1075 3.2022
H -2.3459 4.2121 2.0415
H -0.3151 -4.1162 0.3779
H 1.6626 -5.5751 0.3273
H 3.9193 -4.6237 0.7757
H 4.1834 -2.2594 1.2966
H 2.1887 -0.7698 1.3778
H 0.0462 -1.6490 3.6606
H -1.1544 -2.5330 5.6236
H -3.4744 -3.3648 5.3862
H -4.5923 -3.2964 3.1860
H -3.3940 -2.4018 1.2157
N 1.2841 1.7493 -1.0966
C 2.5781 1.0829 -0.9545
C 2.8931 -0.0113 -1.7465
C 4.1144 -0.6373 -1.5707
C 5.0167 -0.2000 -0.5994
C 4.6759 0.8909 0.1864
C 3.4588 1.5392 0.0073
S 6.5593 -1.0735 -0.3732
O 6.1276 -2.3945 0.0787
O 7.1605 -1.0760 -1.6930
O 7.2570 -0.2935 0.6339
H 1.1810 2.4493 -0.3681
H 1.2504 2.2491 -1.9836
H 2.1990 -0.3751 -2.4945
H 4.3833 -1.4911 -2.1806
H 5.3864 1.2254 0.9318
H 3.1975 2.4011 0.6136
C -0.7290 2.3252 -4.3639
S -1.2316 0.6641 -3.9290
O -0.0353 0.0941 -3.1127
C -1.0981 -0.0985 -5.5233
C -0.0188 -0.9303 -5.7705
C 0.0726 -1.5394 -7.0168
C -0.9017 -1.3151 -7.9761
C -1.9851 -0.4867 -7.7016
C -2.0960 0.1241 -6.4642
H 0.3327 2.2733 -4.6105
H -0.9146 2.9886 -3.5206
H -1.3035 2.6480 -5.2305
H 0.7259 -1.1007 -5.0056
H 0.9082 -2.1917 -7.2323
H -0.8245 -1.7934 -8.9435
H -2.7495 -0.3268 -8.4501
H -2.9509 0.7513 -6.2391

---

Entry 2:
86
Properties=species:S:1:pos:R:3 method="wB97M-V/def2-TZVPD" lumo_ev=-0.203 e_tot_ha=-3678.1434 multiplicity=1 homo_lumo_gap_ha=0.256
Pb 0.7967 1.0421 -0.5423
N -0.2065 -6.7533 -1.2254
C -0.4118 -5.5631 -0.5929
C -0.7115 -4.3900 -1.3319
C -0.9124 -3.1943 -0.6657
C -0.8800 -3.1701 0.7227
C -0.6013 -4.2957 1.4739
C -0.3962 -5.4954 0.8209
S -1.0529 -1.5954 1.5704
O -1.0658 -1.7667 2.9929
O -2.1886 -0.9010 0.9928
N 0.2694 -0.7606 1.0781
C 1.5174 -1.2244 1.2887
N 2.5098 -0.4616 0.7430
C 3.7766 -0.8230 1.0036
C 4.0709 -1.9217 1.7835
C 2.9889 -2.6534 2.2765
N 1.7256 -2.3295 2.0175
H -0.0473 -6.7957 -2.2116
H 0.2038 -7.5022 -0.6910
H -0.8242 -4.4722 -2.4092
H -1.0054 -2.2499 -1.2088
H -0.5291 -4.1989 2.5607
H -0.2082 -6.4120 1.3850
H 4.5439 -0.1705 0.5738
H 5.0912 -2.2070 2.0001
H 3.1054 -3.5401 2.8952
C 2.8435 1.9646 3.5011
C 1.6186 2.1930 4.4323
C 0.9602 0.8125 4.7584
C 2.0912 2.8792 5.7165
C 0.6351 3.0842 3.6857
C 0.4661 4.4587 3.9778
C -0.2799 5.3017 3.1654
C -0.8602 4.7759 2.0216
S -1.6156 5.6524 0.6766
C -1.6908 4.1234 -0.2023
N -1.2316 3.0847 0.4564
C -0.7550 3.3943 1.7184
C -0.0529 2.5482 2.5846
C -2.0902 4.0321 -1.5977
C -2.1800 5.1866 -2.4033
C -2.2539 5.0503 -3.7759
C -2.2243 3.7977 -4.3625
C -2.1436 2.6475 -3.5854
C -2.1820 2.7489 -2.1869
H 3.6043 1.3428 4.0125
H 3.3207 2.9253 3.2490
H 2.5546 1.4637 2.5641
H 1.6673 0.2139 5.3748
H 0.7461 0.2443 3.8369
H 0.0159 0.9520 5.3279
H 2.7588 2.2323 6.3148
H 1.2209 3.1491 6.3703
H 2.6508 3.8119 5.4535
H 0.8928 4.8838 4.8946
H -0.3612 6.3566 3.4000
H 0.0000 1.4696 2.3679
H -2.1484 6.1841 -1.9476
H -2.3283 5.9227 -4.4062
H -2.2626 3.7204 -5.4505
H -2.0005 1.6823 -4.0669
O 0.8238 -0.8588 -1.8773
N 1.8534 -1.1893 -2.6727
C 2.0784 -2.4951 -3.0178
C 3.0906 -2.8309 -3.9120
C 3.9087 -1.8280 -4.4232
C 3.7000 -0.5016 -4.0488
C 2.6500 -0.1760 -3.1617
S 2.4265 1.5088 -2.7249
H 1.4094 -3.2065 -2.5566
H 3.2788 -3.8745 -4.1626
H 4.7074 -2.0644 -5.1105
H 4.3197 0.3233 -4.4265
Te -2.2355 1.0148 -0.9041
C -3.5014 -0.3086 -2.1001
C -3.8456 -1.5154 -1.4812
C -4.7959 -2.3626 -2.0229
C -5.4076 -2.0334 -3.2221
C -5.0812 -0.8418 -3.8402
C -4.1774 0.0550 -3.2719
H -3.3726 -1.7505 -0.5320
H -5.0540 -3.2772 -1.4907
H -6.1387 -2.7103 -3.6726
H -5.5549 -0.5846 -4.7964
H -4.0266 1.0219 -3.7473

---

Entry 3:
79
Properties=species:S:1:pos:R:3 method="wB97M-V/def2-TZVPD" charge=+1 lumo_ev="-4.073 / -4.073" e_tot_ha=-2859.9205 multiplicity=1 homo_lumo_gap_ha="0.197 / 0.154"
C -2.1298 -0.7131 4.0442
C -2.5486 -0.2886 2.7192
C -2.3157 -1.3714 1.8182
H -3.1664 0.5877 2.5290
C -1.6360 -2.3995 2.5170
C -1.4864 -2.0095 3.8834
H -1.1361 -2.6456 4.6927
H -2.4344 -0.2602 4.9895
H -2.7432 -1.4556 0.8189
H -1.3587 -3.3730 2.1063
Al -0.3591 -0.3755 3.1168
Si -1.2983 -0.2775 -2.8083
C -0.7024 1.2906 -3.7900
C 0.4698 1.2775 -4.5746
H 1.1282 0.4024 -4.5682
C 0.7977 2.3451 -5.4266
H 1.6839 2.2786 -6.0636
C -0.0089 3.4848 -5.4843
H 0.2325 4.3103 -6.1617
C -1.1413 3.5456 -4.6655
H -1.7740 4.4400 -4.6881
C -1.4745 2.4667 -3.8309
H -2.3679 2.5391 -3.2083
C -0.6897 -1.5245 -4.1623
C -1.2910 -1.4243 -5.4306
H -2.0636 -0.6729 -5.6053
C -0.8804 -2.2367 -6.4953
H -1.3728 -2.1498 -7.4640
C 0.1763 -3.1417 -6.3440
H 0.4944 -3.7840 -7.1690
C 0.8478 -3.1909 -5.1252
H 1.7228 -3.8320 -4.9855
C 0.4041 -2.3973 -4.0663
H 0.9772 -2.4607 -3.1457
H -2.7887 -0.2461 -2.8522
Si 2.0025 -0.4357 -1.4885
C 0.9496 -1.9588 -0.9922
C -0.4695 -2.0675 -1.0155
H -1.1704 -1.1946 -0.9670
C -1.1303 -3.2798 -0.8709
H -2.2176 -3.2842 -0.7799
C -0.3903 -4.4554 -0.8413
H -0.9122 -5.4059 -0.7870
C 1.0094 -4.4031 -0.8306
H 1.5943 -5.3263 -0.8109
C 1.6587 -3.1668 -0.7967
H 2.7354 -3.1207 -0.6310
C 1.0364 1.0558 -0.8713
C -0.2626 0.8891 -0.3382
H -0.5310 -0.0289 0.1929
C -1.2311 1.8805 -0.4501
H -2.2901 1.6096 -0.4712
C -0.7985 3.1960 -0.5627
H -1.5254 3.9988 -0.5342
C 0.5590 3.4534 -0.7480
H 0.9079 4.4904 -0.7372
C 1.4509 2.4030 -1.0210
H 2.4676 2.6036 -1.3558
H 3.3500 -0.4671 -0.9567
Cl 1.2970 -1.0062 1.9672
N -0.1514 1.5952 2.9475
C 0.3711 2.0917 4.2354
C 0.5817 3.4305 4.4978
C 1.2172 3.7980 5.7141
C 1.6794 2.8514 6.6164
C 1.5531 1.4639 6.3202
C 2.1734 0.4155 7.0402
C 2.1015 -0.8897 6.5722
C 1.2758 -1.1824 5.4870
N 0.5901 -0.2153 4.8451
C 0.7969 1.1151 5.1600
H -0.9573 2.1239 2.6178
H 0.5243 1.7501 2.1884
H 0.2668 4.2008 3.7850
H 1.3545 4.8562 5.9315
H 2.1387 3.1454 7.5688
H 2.7637 0.6399 7.9320
H 2.6660 -1.7055 7.0206
H 1.1977 -2.2021 5.0982

---

Entry 4:
79
Properties=species:S:1:pos:R:3 method="wB97M-V/def2-TZVPD" lumo_ev=-1.020 e_tot_ha=-2785.4811 multiplicity=1 homo_lumo_gap_ha=0.201
C -1.2484 -0.6103 1.9233
C -1.9985 0.0502 0.9134
C -2.1127 -0.8433 -0.2018
H -2.4741 1.0296 1.0122
C -1.4217 -2.0407 0.1320
C -0.8896 -1.8934 1.4405
H -0.3650 -2.6607 2.0162
H -1.0306 -0.2215 2.9210
H -2.6881 -0.6769 -1.1157
H -1.3600 -2.9337 -0.4941
Cd 0.4356 0.4943 -0.6022
Si 2.8968 0.3908 -7.9723
C 2.1482 1.8903 -8.7878
C 2.6882 2.5927 -9.8836
H 3.6227 2.2586 -10.3396
C 2.0203 3.7087 -10.4111
H 2.4389 4.2554 -11.2600
C 0.8076 4.1366 -9.8571
H 0.2916 5.0131 -10.2556
C 0.2510 3.4279 -8.7851
H -0.7016 3.7367 -8.3500
C 0.9117 2.3098 -8.2658
H 0.4442 1.7443 -7.4535
C 2.2382 -1.1407 -8.8020
C 1.1415 -1.0942 -9.6864
H 0.7609 -0.1327 -10.0401
C 0.5307 -2.2720 -10.1373
H -0.3504 -2.2156 -10.7804
C 1.0543 -3.5192 -9.7776
H 0.5589 -4.4368 -10.1012
C 2.2352 -3.5747 -9.0269
H 2.6838 -4.5466 -8.8069
C 2.8412 -2.3941 -8.5746
H 3.7972 -2.4423 -8.0475
H 2.5751 0.3303 -6.5424
Si 0.3607 0.2788 -3.2190
C -0.3376 -1.3553 -3.7361
C -1.5018 -1.4035 -4.5206
H -1.9916 -0.4694 -4.8126
C -2.0437 -2.6442 -4.8913
H -2.9535 -2.6599 -5.5002
C -1.4473 -3.8317 -4.4468
H -1.8869 -4.7934 -4.7188
C -0.3160 -3.7885 -3.6136
H 0.1205 -4.7144 -3.2266
C 0.2259 -2.5530 -3.2405
H 1.0826 -2.5124 -2.5531
C -0.7719 1.6513 -3.7161
C -1.9751 1.9133 -3.0158
H -2.2351 1.3466 -2.1092
C -2.8623 2.8839 -3.4914
H -3.7964 3.0659 -2.9554
C -2.5513 3.6140 -4.6478
H -3.2555 4.3511 -5.0376
C -1.3274 3.4086 -5.3023
H -1.0469 3.9870 -6.1879
C -0.4249 2.4559 -4.8139
H 0.5432 2.3244 -5.3074
H 4.3826 0.5034 -8.0674
Cl 2.1889 0.5211 -4.1183
N 2.0123 -0.9510 0.3831
C 2.4987 -0.4013 1.6356
C 3.4461 -1.0767 2.3848
C 3.9330 -0.4933 3.5701
C 3.5123 0.7733 3.9731
C 2.5190 1.4788 3.2436
C 1.9850 2.7297 3.6311
C 0.9606 3.2964 2.8948
C 0.5143 2.6545 1.7368
N 1.0641 1.5137 1.2963
C 2.0178 0.8618 2.0482
H 2.7639 -0.9326 -0.3160
H 1.7176 -1.9241 0.4725
H 3.8181 -2.0433 2.0381
H 4.6634 -1.0436 4.1728
H 3.9287 1.2483 4.8711
H 2.4015 3.2098 4.5232
H 0.5092 4.2422 3.1747
H -0.2823 3.0964 1.1354

---

Entry 5:
79
Properties=species:S:1:pos:R:3 method="wB97M-V/def2-TZVPD" charge=+2 lumo_ev="-9.242 / -9.244" e_tot_ha=-2809.7431 multiplicity=1 homo_lumo_gap_ha="0.095 / 0.095"
C -1.7863 -0.6790 0.6089
C -2.3655 -0.0480 -0.5297
C -2.6473 -1.0594 -1.4925
H -2.6133 1.0109 -0.6163
C -2.2538 -2.3167 -0.9428
C -1.7295 -2.0784 0.3635
H -1.3868 -2.8368 1.0669
H -1.4905 -0.1819 1.5319
H -3.1304 -0.9088 -2.4576
H -2.3823 -3.2914 -1.4129
Pb 0.6133 -1.3999 -2.0624
Si 2.7778 2.3946 -4.5064
C 1.2889 3.4847 -4.4752
C 1.2455 4.6263 -5.2975
H 2.1501 4.9423 -5.8212
C 0.0430 5.3190 -5.4649
H 0.0106 6.1964 -6.1115
C -1.1211 4.8919 -4.8166
H -2.0678 5.4117 -4.9851
C -1.0646 3.7994 -3.9417
H -1.9603 3.4785 -3.4026
C 0.1426 3.1280 -3.7307
H 0.1979 2.3097 -3.0025
C 1.2960 -0.3484 -4.2842
C -0.1553 -0.3020 -4.0480
H -0.6825 0.6500 -3.9953
C -0.8703 -1.5225 -4.4602
H -1.9435 -1.4654 -4.6570
C -0.2687 -2.7518 -3.9527
H -0.8919 -3.6146 -3.7005
C 1.1522 -2.8157 -4.0083
H 1.6938 -3.7502 -3.8444
C 1.8440 -1.6586 -4.5627
H 2.8757 -1.7395 -4.9147
H 1.9319 0.6091 -4.3893
Si 0.4290 -1.2371 -5.7408
C 0.6623 -2.5116 -7.1701
C -0.1493 -2.4200 -8.3084
H -0.9727 -1.7019 -8.3325
C 0.0904 -3.2174 -9.4346
H -0.5309 -3.1059 -10.3215
C 1.1341 -4.1513 -9.4201
H 1.3454 -4.7563 -10.3024
C 1.9081 -4.2992 -8.2648
H 2.7122 -5.0345 -8.2287
C 1.6592 -3.5008 -7.1395
H 2.2680 -3.6659 -6.2478
C 0.1186 0.3137 -6.8631
C -1.1212 0.9455 -6.9193
H -2.0159 0.4745 -6.5044
C -1.2271 2.2133 -7.5072
H -2.1897 2.7268 -7.5192
C -0.1055 2.8242 -8.0675
H -0.1795 3.8260 -8.4952
C 1.1223 2.1633 -8.0531
H 2.0101 2.6320 -8.4803
C 1.2292 0.8991 -7.4626
H 2.1990 0.3926 -7.4503
H 3.5877 2.6381 -5.6514
Cl 3.8537 2.6134 -2.7723
N 0.6377 2.0984 -0.3818
C 1.6767 2.2631 0.4732
C 2.5287 3.3780 0.4573
C 3.5071 3.5264 1.4553
C 3.6315 2.5981 2.4870
C 2.8242 1.4294 2.5243
C 2.8683 0.4525 3.5491
C 2.0394 -0.6566 3.4682
C 1.1667 -0.7785 2.3666
N 1.0799 0.1438 1.4116
C 1.8683 1.2359 1.4737
H -0.0107 1.3277 -0.2271
H 0.4141 2.7994 -1.0741
H 2.4009 4.1217 -0.3313
H 4.1682 4.3939 1.4249
H 4.3581 2.7462 3.2914
H 3.5522 0.6021 4.3842
H 2.0282 -1.4382 4.2251
H 0.5140 -1.6489 2.2624

---

Entry 6:
81
Properties=species:S:1:pos:R:3 method="wB97M-V/def2-TZVPD" charge=+2 lumo_ev="-9.311 / -9.310" e_tot_ha=-3610.8524 multiplicity=1 homo_lumo_gap_ha="0.173 / 0.173"
Sc 0.0082 0.2519 0.0848
P 1.9386 -0.4039 1.2024
C -1.0566 -0.0425 1.5399
O -1.7388 -0.2370 2.4660
P -1.7549 1.0540 -1.2020
C 1.7147 -1.2226 2.8225
C 3.0900 0.9582 1.6182
C 2.9371 -1.6011 0.2539
C -2.3366 -0.0131 -2.5711
C -3.3117 1.4137 -0.3125
C -1.3268 2.6473 -1.9831
C 2.0795 -2.5552 3.0438
C 1.8720 -3.1409 4.2940
C 1.3033 -2.4015 5.3298
C 0.9377 -1.0706 5.1138
C 1.1386 -0.4852 3.8679
H 2.5299 -3.1325 2.2429
H 2.1597 -4.1760 4.4560
H 1.1429 -2.8590 6.3018
H 0.4889 -0.4906 5.9151
H 0.8488 0.5487 3.7021
C 2.2712 -2.6906 -0.3244
C 2.9885 -3.6597 -1.0213
C 4.3727 -3.5400 -1.1592
C 5.0374 -2.4502 -0.5961
C 4.3234 -1.4831 0.1115
H 1.1895 -2.7555 -0.2347
H 2.4660 -4.5004 -1.4689
H 4.9309 -4.2892 -1.7137
H 6.1128 -2.3482 -0.7115
H 4.8419 -0.6315 0.5411
C 3.9597 0.8586 2.7146
C 4.8426 1.8968 3.0081
C 4.8645 3.0425 2.2117
C 4.0010 3.1463 1.1202
C 3.1142 2.1125 0.8236
H 3.9383 -0.0263 3.3435
H 5.5100 1.8109 3.8613
H 5.5505 3.8526 2.4439
H 4.0139 4.0370 0.4980
H 2.4457 2.1845 -0.0287
C -3.8113 2.7132 -0.1731
C -4.9934 2.9378 0.5347
C -5.6846 1.8695 1.1037
C -5.1905 0.5701 0.9660
C -4.0102 0.3430 0.2656
H -3.2802 3.5472 -0.6206
H -5.3734 3.9506 0.6370
H -6.6039 2.0465 1.6546
H -5.7216 -0.2660 1.4116
H -3.6255 -0.6682 0.1656
C -1.4563 -0.9332 -3.1561
C -1.8849 -1.7345 -4.2134
C -3.1922 -1.6310 -4.6911
C -4.0744 -0.7196 -4.1090
C -3.6507 0.0859 -3.0531
H -0.4387 -1.0038 -2.7849
H -1.1959 -2.4447 -4.6623
H -3.5247 -2.2608 -5.5116
H -5.0950 -0.6376 -4.4728
H -4.3437 0.7857 -2.5957
C -1.7663 3.0073 -3.2608
C -1.4209 4.2497 -3.7933
C -0.6416 5.1383 -3.0523
C -0.2006 4.7820 -1.7761
C -0.5350 3.5389 -1.2457
H -2.3646 2.3138 -3.8436
H -1.7565 4.5200 -4.7906
H -0.3698 6.1028 -3.4722
H 0.4150 5.4671 -1.1998
H -0.1743 3.2356 -0.2654
H 2.0316 -1.6243 -4.0728
H 2.3451 -0.9554 -4.1561
C -1.5114 -3.1428 1.8457
S -1.4853 -2.7417 0.0719
O -0.9775 -4.0434 -0.5674
O -2.8654 -2.7279 -0.5982
O -0.4770 -1.5936 -0.7595
H -1.4820 -4.2429 1.9863
H -2.4298 -2.7309 2.3114
H -0.6216 -2.7113 2.3382